64
Properties=species:S:1:pos:R:3:forces:R:3:nbo_charge:R:1 method="wB97M-V/def2-TZVPD" spin_multiplicity=5 charge=+2 e_above_lowest_kcal_mol=69.4 gap_ha="0.201 / 0.151" homo_energy_ev="-12.528 / -13.785" mol_weight_da=600.7 e_tot_ha=-1858.01747
Os -0.473 2.144 -1.921 -1.32 3.27 1.71 0.7506
P -0.869 0.214 -2.481 0.00 -1.80 -0.56 0.8385
P 1.328 -1.862 -0.963 0.42 -5.09 -0.88 1.3118
O -1.937 0.638 3.254 0.08 2.12 0.53 -0.5735
O -2.658 1.713 0.941 2.14 0.75 0.65 -0.6541
O -0.797 2.761 0.096 -0.69 -0.43 2.33 -0.7816
C -1.592 2.381 1.061 -0.61 -0.40 -1.55 0.7812
C -0.459 3.167 -3.653 0.11 -0.21 -0.79 -0.8844
C 0.780 -1.799 -2.757 0.32 0.58 -0.91 -0.7319
C 0.538 -0.425 -3.399 -0.28 -0.87 -0.57 -0.7789
C -1.205 2.775 2.476 0.19 1.35 -0.74 -0.1630
C 2.379 -1.103 1.655 0.91 -1.00 0.30 0.1528
C -2.516 2.472 -1.994 -0.51 0.59 0.20 -0.7253
C -0.349 -2.606 0.211 0.91 -1.67 -1.26 -0.3387
C -1.445 1.863 3.537 -1.30 -2.07 -0.89 0.5216
C 0.158 -0.380 0.925 1.30 1.95 -0.51 -0.4207
C 1.457 0.027 1.685 -2.73 0.11 0.16 -0.5136
C -0.488 -1.633 1.251 -0.81 1.36 -0.42 -0.1337
C -0.834 3.519 5.170 -0.32 -0.97 0.31 -0.1734
C 2.888 -0.873 -1.202 0.12 0.67 -0.21 -0.9515
C 1.429 -3.449 1.680 -0.58 0.05 0.09 -0.3937
C -0.573 4.415 4.123 0.29 0.68 -0.02 -0.0094
C 1.878 -3.634 -1.431 0.52 0.32 -0.04 -0.9083
C -0.750 4.045 2.781 -0.25 -0.89 -1.09 -0.1557
C 0.191 -3.880 0.893 -0.11 -0.16 -0.39 -0.4481
C -1.263 2.236 4.876 0.57 0.76 1.35 -0.2090
C 2.185 -2.313 0.945 2.14 0.57 1.54 -0.4900
C -2.366 -0.530 -3.162 -0.56 -0.03 -0.42 -0.9863
H -1.394 -1.555 1.847 0.13 -0.38 0.09 0.2332
H -0.722 3.835 6.210 -0.05 -0.10 -0.39 0.2679
H -1.524 1.540 5.666 0.10 -0.03 -0.14 0.2692
H -0.084 -2.477 -2.830 0.13 0.36 -0.18 0.2407
H -0.924 4.151 -3.510 0.07 -0.20 -0.03 0.2384
H 3.323 -0.946 2.188 0.33 0.32 -0.94 0.2237
H -1.194 -2.733 -0.494 0.26 -0.11 0.36 0.2491
H 2.551 -3.549 -2.298 -0.18 -0.18 0.43 0.2378
H -0.610 0.380 0.873 0.27 0.52 0.23 0.2478
H -3.241 0.040 -2.817 0.32 -0.29 -0.09 0.2732
H 0.454 -4.674 0.185 -0.50 0.10 0.32 0.2343
H 1.096 0.403 2.657 0.94 -0.15 0.11 0.2560
H 3.050 -0.097 -0.446 -0.13 -0.20 -0.12 0.2312
H -0.562 4.723 1.939 -0.03 -0.12 0.57 0.2671
H 2.392 -4.211 -0.656 -0.22 0.16 -0.18 0.2305
H 1.409 0.266 -3.334 -0.62 -0.54 0.09 0.2364
H 0.298 -0.535 -4.474 0.16 -0.01 0.38 0.2628
H 1.614 -2.259 -3.322 -0.46 0.06 0.42 0.2508
H 3.132 -2.722 0.517 -0.31 0.37 1.17 0.2440
H -0.534 -4.252 1.639 0.05 0.06 -0.58 0.2586
H -2.366 -0.541 -4.266 0.03 -0.01 0.39 0.2604
H -3.065 1.838 -1.290 0.30 0.00 -0.27 0.2345
H 2.125 -4.286 1.846 -0.13 0.35 -0.23 0.2572
H -0.947 2.631 -4.475 0.16 0.43 -0.05 0.2364
H 0.608 3.301 -3.887 0.00 0.02 -0.16 0.2256
H 0.523 -0.421 -0.162 -0.94 0.61 1.22 0.1764
H -2.565 3.497 -1.615 -0.23 0.00 -0.12 0.2118
H 2.885 -0.376 -2.174 0.04 -0.15 0.06 0.2423
H -2.456 -1.561 -2.789 0.01 0.29 -0.17 0.2535
H -2.464 0.763 2.397 0.45 -0.10 -0.08 0.5391
H -0.232 5.428 4.344 -0.09 -0.27 0.02 0.2546
H 1.154 -3.101 2.690 -0.01 -0.12 -0.50 0.2291
H 1.899 0.887 1.134 0.04 -0.34 0.47 0.2632
H -2.990 2.450 -2.975 0.29 -0.09 -0.01 0.2232
H 0.971 -4.169 -1.743 0.35 0.12 0.01 0.2400
H 3.755 -1.550 -1.171 -0.46 0.12 0.04 0.2687

89
Properties=species:S:1:pos:R:3:forces:R:3:lowdin_charge:R:1 method="wB97M-V/def2-TZVPD" spin_multiplicity=1 charge=-1 e_above_lowest_kcal_mol=22.0 gap_ha=0.286 homo_energy_ev=-5.362 mol_weight_da=854.3 e_tot_ha=-2626.08805
Pt -0.056 -0.428 -0.294 -0.08 -0.96 0.17 1.2287
Cl 6.245 0.392 0.189 -0.04 -0.08 -0.03 0.6402
O 0.624 -0.372 3.754 -0.06 0.05 -0.10 0.0269
O -1.227 -4.138 -1.601 -0.01 -0.01 0.10 0.0444
O -1.297 -2.058 -0.793 -0.33 0.44 -0.69 -0.1947
O 1.669 -2.983 -1.335 0.21 -0.10 0.21 -0.0550
O 2.735 1.492 -2.637 -0.07 0.11 -0.07 0.0369
N 1.379 0.571 0.456 0.28 1.43 0.14 -0.0472
N -3.664 1.058 -1.602 0.14 0.06 -0.21 -0.0647
N -0.306 -0.912 1.693 -0.01 -0.28 0.41 -0.0353
N 0.703 0.516 -2.051 0.21 -0.56 -0.29 -0.0154
N -2.295 0.694 -1.755 -0.47 0.14 -0.04 0.0074
C -0.890 -2.991 2.926 -0.02 0.02 0.04 -0.1884
C -3.033 -0.199 1.503 0.01 0.10 -0.04 -0.0479
C -0.171 -0.415 -4.196 -0.02 -0.03 -0.08 -0.2097
C -1.887 -3.862 3.363 -0.01 0.04 -0.01 -0.0601
C -0.775 1.119 -5.979 0.04 -0.05 0.04 -0.1017
C 0.670 -3.346 -0.372 0.13 -0.23 0.08 -0.1146
C 3.121 -2.098 0.420 0.05 -0.09 -0.18 -0.0080
C -1.268 -1.814 2.260 0.32 0.01 -0.04 -0.1786
C 3.193 2.049 0.172 0.00 -0.07 0.10 -0.0070
C -0.094 -1.844 -3.763 -0.02 -0.12 -0.01 -0.0399
C -5.886 1.367 -2.438 0.01 -0.02 0.01 -0.0608
C -0.422 2.184 -5.166 0.04 -0.03 0.04 -0.0753
C 0.225 0.657 -3.393 -0.11 0.41 0.23 -0.2015
C 0.307 3.182 -3.014 0.03 -0.03 0.00 -0.0409
C 0.051 1.975 -3.877 -0.08 0.06 -0.01 -0.2198
C 4.916 -0.669 -0.231 0.08 -0.03 -0.02 -0.6666
C -4.468 0.969 -2.836 -0.06 -0.08 0.05 -0.6349
C -2.618 -1.498 2.117 -0.20 0.01 -0.06 -0.2088
C 2.756 -2.273 -0.916 -0.11 0.01 0.01 -0.2245
C 4.196 -1.292 0.765 0.02 -0.06 0.06 -0.1124
C 2.194 1.252 -0.349 0.13 -0.18 -0.13 -0.1657
C -0.730 -3.204 -0.995 0.08 0.08 0.00 -0.6342
C 3.537 -1.691 -1.924 0.02 -0.09 -0.05 -0.1860
C -3.227 -3.578 3.178 0.02 0.03 0.01 -0.0921
C -3.919 1.954 -3.860 -0.04 0.05 0.01 -0.0427
C 4.603 -0.882 -1.560 0.13 -0.01 -0.04 -0.0730
C 0.551 -0.293 2.527 -0.05 0.09 0.04 -0.4754
C -4.473 -0.450 -3.428 0.02 0.00 -0.02 -0.0391
C 2.482 1.383 2.371 0.04 -0.11 -0.08 0.0137
C -0.669 -0.161 -5.474 0.04 0.03 -0.10 -0.0629
C 1.913 1.080 -1.822 -0.22 0.04 0.17 -0.5116
C 3.326 2.125 1.554 -0.05 0.01 -0.04 -0.0457
C -3.583 -2.386 2.572 -0.05 -0.03 0.02 -0.0542
C 1.512 0.596 1.782 0.03 -0.02 0.10 -0.1655
C 3.241 -1.924 -3.380 -0.02 0.01 -0.01 -0.0139
C 0.535 -3.341 3.251 -0.04 0.05 0.04 -0.0309
H 3.841 2.571 -0.517 0.03 0.01 0.02 0.1217
H 2.511 -2.717 -3.511 0.07 0.01 0.02 0.0665
H -0.958 -1.010 -6.084 -0.01 -0.01 0.00 0.1110
H 0.343 -1.948 -2.783 0.08 0.03 0.09 0.0320
H 0.721 -2.656 0.460 0.03 -0.12 0.20 0.0457
H 0.823 -4.374 -0.030 0.07 0.01 -0.16 0.1399
H -3.903 2.964 -3.444 -0.01 0.01 0.01 0.0862
H -4.629 -2.130 2.448 0.00 -0.01 -0.02 0.1022
H -6.536 1.405 -3.314 -0.01 -0.02 0.00 0.0773
H 4.156 -2.201 -3.906 0.01 0.03 0.00 0.0844
H 2.581 -2.586 1.212 -0.12 -0.04 0.07 0.0900
H 0.028 2.994 -1.975 -0.02 0.00 0.01 0.0808
H 0.587 -4.346 3.668 0.01 -0.01 -0.02 0.0765
H -1.803 1.490 -2.140 -0.01 -0.04 0.04 0.0523
H 1.176 -3.308 2.377 0.08 -0.01 -0.15 0.0419
H -3.536 -0.680 -3.940 0.02 -0.01 0.02 0.0671
H -2.199 -0.078 -2.414 0.13 -0.04 0.09 0.0556
H -6.311 0.647 -1.734 0.00 -0.01 0.01 0.0790
H -0.537 3.202 -5.519 -0.01 0.01 -0.01 0.1058
H -5.879 2.348 -1.961 0.00 0.01 0.00 0.0781
H 4.461 -1.153 1.805 -0.02 0.01 0.00 0.1102
H 5.194 -0.406 -2.332 -0.05 0.04 -0.01 0.1209
H -1.140 1.288 -6.984 -0.03 0.00 0.00 0.0953
H 4.094 2.751 1.991 0.01 -0.01 -0.01 0.1077
H -4.050 0.418 -0.918 -0.04 0.00 0.05 0.0808
H 0.522 -2.417 -4.457 -0.04 -0.01 -0.07 0.0877
H -1.592 -4.779 3.859 0.00 0.00 0.01 0.1003
H -4.548 1.956 -4.753 -0.01 0.00 -0.02 0.0849
H -2.714 0.648 2.116 0.00 -0.01 0.03 0.0917
H -5.275 -0.557 -4.160 0.01 0.01 -0.04 0.0792
H -2.907 1.691 -4.171 -0.01 -0.02 0.01 0.0528
H 0.943 -2.633 3.973 -0.02 0.01 0.02 0.0754
H -4.622 -1.197 -2.645 -0.03 0.00 0.00 0.0898
H -1.082 -2.309 -3.745 0.00 0.01 0.07 0.0918
H 1.365 3.448 -3.017 0.02 0.00 0.00 0.0792
H 2.852 -1.014 -3.844 -0.04 0.05 0.03 0.0851
H -3.987 -4.271 3.516 -0.01 -0.01 0.00 0.0939
H -2.571 -0.059 0.527 -0.03 0.01 -0.06 0.0184
H -4.119 -0.158 1.402 0.00 0.03 0.01 0.0733
H 2.549 1.377 3.450 0.02 0.03 0.02 0.1200
H -0.271 4.031 -3.380 0.01 0.00 0.00 0.0760

40
Properties=species:S:1:pos:R:3:forces:R:3:nbo_charge:R:1 method="wB97M-V/def2-TZVPD" spin_multiplicity=1 charge=0 e_above_lowest_kcal_mol=13.0 gap_ha=0.323 homo_energy_ev=-8.750 mol_weight_da=309.4 e_tot_ha=-1336.88403 smiles="CCOCCCN1C(=O)C(O)=C(C(C)=O)[C@H]1c1cccs1"
S -1.684 1.328 0.877 0.06 -0.63 -0.02 0.4767
O -3.100 1.017 -2.013 0.11 0.04 -0.07 -0.5421
O -0.645 -1.898 -4.182 0.09 -0.08 0.02 -0.6388
O 1.921 -1.706 -3.039 0.03 -0.14 -0.11 -0.6291
O 2.106 0.086 2.804 0.03 -0.13 -0.15 -0.5376
N 0.992 -0.141 -1.609 -0.11 0.03 -0.09 -0.3968
C -2.559 0.180 -2.704 -0.21 -0.19 -0.28 0.5712
C 0.995 -1.044 -2.609 0.12 -0.01 -0.07 0.6105
C -0.932 0.107 -0.085 -0.19 0.28 0.40 -0.2013
C 0.527 1.419 4.151 0.37 -0.17 -0.17 -0.6431
C 1.956 0.928 3.925 -0.11 0.10 0.23 -0.0542
C -1.152 -0.178 -2.516 0.60 -0.24 -0.17 -0.1959
C -1.056 -1.124 0.484 0.14 0.29 -0.19 -0.2683
C 2.374 -0.273 0.475 -0.02 0.25 0.23 -0.4272
C -2.139 0.165 2.054 0.04 0.34 -0.12 -0.4137
C -0.320 0.446 -1.411 -0.32 0.04 -0.17 -0.0723
C 2.003 0.736 1.558 -0.01 -0.11 -0.12 -0.0630
C -3.263 -0.559 -3.808 -0.29 0.17 0.09 -0.7117
C -0.385 -1.077 -3.167 -0.34 0.51 0.23 0.2938
C -1.740 -1.088 1.718 -0.13 0.03 0.17 -0.2518
C 2.204 0.279 -0.947 0.28 -0.18 0.23 -0.2210
H 3.015 -0.090 -1.579 -0.08 0.16 0.06 0.2410
H 0.220 2.113 3.372 -0.09 0.07 -0.05 0.2053
H 2.692 1.596 1.526 -0.05 -0.03 -0.02 0.1557
H -0.155 0.573 4.153 -0.09 -0.05 0.01 0.2154
H 2.272 0.313 4.772 0.02 0.15 -0.02 0.1855
H -4.293 -0.220 -3.881 -0.02 0.02 0.02 0.2347
H 2.237 1.373 -0.933 0.03 -0.02 -0.09 0.1971
H 0.187 -2.369 -4.382 -0.05 0.10 0.09 0.5112
H -1.928 -1.958 2.321 -0.06 -0.13 0.14 0.2266
H -0.669 -2.024 0.039 0.10 -0.17 -0.12 0.2268
H 2.638 1.789 3.841 0.00 -0.11 0.04 0.1555
H 1.757 -1.161 0.605 0.03 -0.04 -0.02 0.2237
H 3.411 -0.571 0.632 0.03 -0.02 0.00 0.2163
H -2.747 -0.391 -4.750 0.05 -0.04 -0.10 0.2371
H -3.237 -1.628 -3.607 0.02 -0.12 -0.03 0.2373
H 0.467 1.927 5.110 -0.03 0.09 0.12 0.2125
H -2.681 0.481 2.923 -0.11 0.01 0.21 0.2375
H -0.274 1.537 -1.517 0.05 -0.09 -0.09 0.2259
H 0.984 1.110 1.396 0.12 0.00 0.01 0.1707